Record 1
{"formula": "C2H4Cl3OP", "method": "ωB97M-V with the def2-TZVPD basis set", "relative_energy_ev": 2.437, "lumo_energy_ev": [-1.446, -1.444], "gap_ev": [7.502, 7.504], "e_tot_ha": -1875.75968, "elements": ["C", "C", "O", "P", "Cl", "Cl", "Cl", "H", "H", "H", "H"], "positions_angstrom": [[-1.52426, 0.14902, 0.11440], [-0.63444, -0.70555, -0.68126], [1.67677, 0.90344, 1.63308], [1.62124, 0.42459, 0.29904], [-0.48964, -2.25823, -0.16979], [2.38648, 1.89567, -0.80748], [2.78586, -1.24446, 0.11209], [-1.82948, 1.16933, -0.23472], [-0.98393, 0.31696, 1.08955], [-2.52324, -0.32190, 0.27848], [-0.48536, -0.32888, -1.63337]]}

---

Record 2
{"formula": "C30H20Cl5IrN5O4S2", "method": "ωB97M-V with the def2-TZVPD basis set", "relative_energy_ev": 1.806, "charge": -1, "lumo_energy_ev": 1.799, "gap_ev": 6.008, "e_tot_ha": -4931.72578, "elements": ["Ir", "Cl", "C", "C", "C", "Cl", "C", "Cl", "C", "Cl", "C", "Cl", "C", "C", "C", "C", "C", "C", "C", "C", "C", "S", "C", "N", "H", "H", "H", "H", "H", "H", "H", "H", "C", "C", "C", "C", "C", "C", "C", "S", "O", "O", "N", "C", "C", "C", "O", "O", "H", "H", "H", "H", "H", "H", "H", "H", "H", "H", "H", "H", "N", "C", "C", "C", "N", "C", "N"], "positions_angstrom": [[0.87836, 0.08000, -1.80648], [0.17911, 2.58600, 1.11759], [-0.63334, 2.67812, -0.41050], [-0.27153, 1.81761, -1.44320], [-1.15299, 1.82525, -2.51568], [-0.82306, 0.48337, -3.61133], [-2.25603, 2.63610, -2.67891], [-3.26996, 2.49290, -4.06039], [-2.52591, 3.54730, -1.65981], [-3.88030, 4.60566, -1.79447], [-1.72183, 3.55353, -0.52051], [-2.11889, 4.62391, 0.77317], [2.95364, 2.33421, -0.44518], [2.99152, 1.10326, 0.09577], [3.86968, 0.89014, 1.25219], [4.07702, -0.31510, 1.79286], [3.46787, -1.48474, 1.19351], [3.74106, -2.77940, 1.64052], [3.24363, -3.87310, 0.95837], [2.53119, -3.67289, -0.22196], [2.25930, -2.39582, -0.69146], [1.57268, -2.11665, -2.28452], [2.64153, -1.27851, 0.07551], [2.23154, -0.00295, -0.30788], [3.53859, 3.11826, 0.01475], [2.32320, 0.55649, 3.23594], [2.34679, 2.59586, -1.29492], [4.37846, 1.76839, 1.63100], [4.73522, -0.44737, 2.64430], [4.34751, -2.90430, 2.52997], [3.44118, -4.87769, 1.31030], [2.20134, -4.51937, -0.81208], [-7.10918, 0.13677, 0.07522], [-5.66526, -0.27291, 0.16910], [-4.64798, 0.67348, 0.04753], [-3.32019, 0.30265, 0.14848], [-3.00276, -1.03061, 0.37142], [-3.99227, -1.99066, 0.49405], [-5.32042, -1.60200, 0.39317], [-1.30399, -1.49391, 0.45930], [-1.24528, -2.91479, 0.59954], [-0.70217, -0.82539, -0.67364], [-0.71222, -0.75198, 1.75600], [-0.76168, -1.39172, 3.06679], [0.53983, -2.07526, 3.46990], [1.64586, -1.11579, 3.82635], [2.57877, -1.36648, 4.54002], [1.46940, 0.08712, 3.23833], [-7.21144, 1.11067, -0.40148], [-7.55597, 0.20289, 1.06955], [-7.68709, -0.58896, -0.49740], [-4.89757, 1.71209, -0.13767], [-2.53263, 1.03862, 0.04831], [-3.71769, -3.02552, 0.64661], [-6.10134, -2.34850, 0.47843], [0.04823, -0.10394, 1.56805], [-1.56646, -2.12590, 3.04666], [-1.03529, -0.62715, 3.79546], [0.91431, -2.68798, 2.64200], [0.38562, -2.73837, 4.32060], [2.19910, 0.86122, -3.00569], [2.97968, 1.31276, -3.72515], [3.89505, 1.87215, -4.60214], [4.63352, 1.05007, -5.48552], [5.24227, 0.38678, -6.20826], [4.06208, 3.27766, -4.61458], [4.19859, 4.42441, -4.62581]]}

---

Record 3
{"formula": "C78H83F10N2O5PS", "method": "ωB97M-V with the def2-TZVPD basis set", "lumo_energy_ev": 0.359, "gap_ev": 8.735, "e_tot_ha": -5245.73075, "smiles": "CCCCCCCC[C@]1(P(O)(O)=S)C(=O)O[C@@H](NCCC)[C@@]1(CC)N=C=O.Fc1ccccc1.Fc1ccccc1.Fc1ccccc1.Fc1ccccc1.Fc1ccccc1.Fc1ccccc1.Fc1ccccc1.Fc1ccccc1.Fc1ccccc1.Fc1ccccc1", "elements": ["C", "C", "C", "C", "C", "C", "C", "C", "C", "P", "O", "O", "S", "C", "O", "O", "C", "N", "C", "C", "C", "C", "C", "C", "N", "C", "O", "H", "H", "H", "H", "H", "H", "H", "H", "H", "H", "H", "H", "H", "H", "H", "H", "H", "H", "H", "H", "H", "H", "H", "H", "H", "H", "H", "H", "H", "H", "H", "H", "H", "F", "C", "C", "C", "C", "C", "C", "H", "H", "H", "H", "H", "F", "C", "C", "C", "C", "C", "C", "H", "H", "H", "H", "H", "F", "C", "C", "C", "C", "C", "C", "H", "H", "H", "H", "H", "F", "C", "C", "C", "C", "C", "C", "H", "H", "H", "H", "H", "F", "C", "C", "C", "C", "C", "C", "H", "H", "H", "H", "H", "F", "C", "C", "C", "C", "C", "C", "H", "H", "H", "H", "H", "F", "C", "C", "C", "C", "C", "C", "H", "H", "H", "H", "H", "F", "C", "C", "C", "C", "C", "C", "H", "H", "H", "H", "H", "F", "C", "C", "C", "C", "C", "C", "H", "H", "H", "H", "H", "F", "C", "C", "C", "C", "C", "C", "H", "H", "H", "H", "H"], "positions_angstrom": [[6.40982, 2.91272, -0.32563], [6.17290, 1.55867, 0.53111], [5.93610, 0.24628, -0.39810], [4.55541, 0.36037, -1.21872], [3.25181, -0.14958, -0.36363], [1.98118, 0.63509, -1.04589], [0.59289, 0.25363, -0.26937], [-0.71596, 0.30746, -1.22003], [-1.33780, 1.77072, -1.47513], [-1.00567, 2.08552, -3.32665], [-1.86969, 0.95323, -4.32682], [0.66371, 1.82978, -3.73774], [-1.37377, 3.93861, -3.87556], [-0.44505, 2.91813, -0.71628], [0.49422, 3.63181, -1.13754], [-1.10816, 2.92206, 0.58181], [-2.40633, 2.19120, 0.63783], [-3.17348, 2.92776, 1.66640], [-4.65061, 2.69499, 1.64615], [-5.35189, 4.17021, 1.85371], [-6.46795, 4.45741, 0.70070], [-2.83251, 2.11957, -0.89495], [-3.77393, 0.82272, -1.29857], [-4.05046, -0.19029, -0.08512], [-3.61671, 3.20141, -1.55692], [-3.36318, 4.39474, -1.11277], [-2.93308, 5.47149, -0.62465], [6.71028, 2.70091, -1.42582], [7.24299, 3.52698, 0.19262], [5.46070, 3.57279, -0.26883], [5.31750, 1.66018, 1.28789], [7.13888, 1.35699, 1.12950], [5.99964, -0.73171, 0.22732], [6.81924, 0.20616, -1.15417], [4.64276, -0.28597, -2.18158], [4.42200, 1.44757, -1.59970], [3.35620, 0.07725, 0.75513], [3.12843, -1.25956, -0.62432], [2.24561, 1.74699, -0.98098], [1.90290, 0.21639, -2.10936], [0.72630, -0.87234, 0.00395], [0.47692, 0.79408, 0.73788], [-0.36568, -0.08914, -2.25821], [-1.43576, -0.48384, -0.81938], [-2.75656, 1.32402, -4.55766], [0.72984, 1.07765, -4.38448], [-2.06786, 1.23291, 1.19899], [-2.80799, 2.58263, 2.58145], [-4.91802, 2.06740, 2.57822], [-5.08194, 2.29549, 0.66588], [-4.51612, 4.95962, 1.66800], [-5.73861, 4.33212, 2.92008], [-5.99518, 4.88237, -0.26891], [-7.15612, 3.55610, 0.50819], [-7.13455, 5.31336, 1.11563], [-3.28043, 0.32123, -2.22586], [-4.79877, 1.21430, -1.68372], [-3.10958, -0.51386, 0.50323], [-4.44813, -1.17526, -0.56804], [-4.90263, 0.14037, 0.63166], [7.39415, -2.80152, -1.16025], [8.16638, -2.54242, -2.22651], [9.14392, -1.56120, -2.13889], [9.94787, -1.29583, -3.24345], [9.75860, -2.00660, -4.42690], [8.77158, -2.98538, -4.50567], [7.97462, -3.25908, -3.39809], [9.27140, -1.01236, -1.21268], [10.72024, -0.53600, -3.18285], [10.38328, -1.79596, -5.28968], [8.62309, -3.53498, -5.42958], [7.20748, -4.02398, -3.43926], [-7.28577, 6.77027, -0.55261], [-6.62192, 7.83571, -1.02974], [-7.17678, 9.09971, -0.89581], [-6.48687, 10.20464, -1.38548], [-5.25480, 10.03159, -2.01313], [-4.70966, 8.75725, -2.14644], [-5.39409, 7.65358, -1.64718], [-8.14015, 9.21377, -0.41193], [-6.90836, 11.19897, -1.27908], [-4.71907, 10.89368, -2.39886], [-3.75192, 8.62366, -2.63908], [-4.98052, 6.65642, -1.73440], [10.14802, -3.68017, -7.59807], [9.72428, -4.67668, -8.39142], [10.40558, -5.88444, -8.39089], [9.96322, -6.91923, -9.20949], [8.85085, -6.73053, -10.02733], [8.17743, -5.51179, -10.02338], [8.61279, -4.48048, -9.19679], [11.27381, -6.00991, -7.75404], [10.48439, -7.87100, -9.21107], [8.50897, -7.53694, -10.66900], [7.31374, -5.36518, -10.66395], [8.09541, -3.52822, -9.17432], [-1.67029, -1.55660, 2.53890], [-1.78779, -1.08185, 3.78897], [-0.64578, -0.86252, 4.54460], [-0.76744, -0.36521, 5.83870], [-2.03059, -0.10306, 6.36609], [-3.17077, -0.33174, 5.59997], [-3.04906, -0.81866, 4.30187], [0.32797, -1.08004, 4.12034], [0.12004, -0.18266, 6.43588], [-2.12480, 0.28078, 7.37734], [-4.15380, -0.13085, 6.01371], [-3.92530, -0.99420, 3.68799], [3.60180, -7.93580, 2.09376], [4.29338, -6.88396, 1.62625], [3.76166, -5.60902, 1.75042], [4.48100, -4.51817, 1.27009], [5.71917, -4.71677, 0.66142], [6.24076, -6.00177, 0.53776], [5.52680, -7.09106, 1.02778], [2.79322, -5.47538, 2.21940], [4.07786, -3.51533, 1.36881], [6.27673, -3.86730, 0.28363], [7.20312, -6.15487, 0.05972], [5.92196, -8.09729, 0.94776], [-0.57503, -2.24712, -1.34252], [-1.00371, -3.24600, -2.13178], [-0.31412, -4.44898, -2.14352], [-0.76140, -5.48528, -2.95750], [-1.88710, -5.30268, -3.75855], [-2.56875, -4.08859, -3.74237], [-2.12830, -3.05583, -2.92029], [0.56439, -4.56961, -1.51972], [-0.23379, -6.43348, -2.96862], [-2.23285, -6.11024, -4.39668], [-3.44275, -3.94673, -4.36990], [-2.65190, -2.10686, -2.88843], [4.79509, -1.39449, 2.69861], [4.73168, -1.83874, 3.96349], [3.66085, -2.62784, 4.35551], [3.59691, -3.09298, 5.66545], [4.59980, -2.75446, 6.57175], [5.66815, -1.95721, 6.16854], [5.73784, -1.50113, 4.85560], [2.88565, -2.87408, 3.63862], [2.76712, -3.71754, 5.98024], [4.54725, -3.11399, 7.59496], [6.44624, -1.69116, 6.87677], [6.56653, -0.88709, 4.52219], [6.30550, -8.53846, -5.65104], [5.81332, -8.81905, -4.43494], [6.28407, -9.92852, -3.74875], [5.77716, -10.21671, -2.48497], [4.79744, -9.39801, -1.92675], [4.32844, -8.28945, -2.62674], [4.84290, -7.99453, -3.88564], [7.04053, -10.55841, -4.20272], [6.14409, -11.07793, -1.93605], [4.39924, -9.62602, -0.94250], [3.56241, -7.65533, -2.19182], [4.49592, -7.13071, -4.44101], [-6.27254, 3.62962, 5.61771], [-7.12616, 4.66002, 5.72894], [-6.66775, 5.95216, 5.51487], [-7.55362, 7.01940, 5.62513], [-8.88591, 6.78420, 5.95866], [-9.33478, 5.48396, 6.17636], [-8.45161, 4.41541, 6.05542], [-5.62595, 6.11694, 5.26420], [-7.20681, 8.03302, 5.45219], [-9.57557, 7.61825, 6.04876], [-10.37117, 5.30339, 6.43987], [-8.78580, 3.39633, 6.21266], [-12.17468, 4.55071, 5.11478], [-13.02756, 5.58101, 5.22548], [-12.56836, 6.87265, 5.01134], [-13.45442, 7.94021, 5.12116], [-14.78686, 7.70521, 5.45447], [-15.23562, 6.40502, 5.67216], [-14.35280, 5.33612, 5.55164], [-11.52658, 7.03716, 4.76103], [-13.10756, 8.95379, 4.94811], [-15.47648, 8.53907, 5.54428], [-16.27278, 6.22432, 5.93565], [-14.68698, 4.31705, 5.70885]]}